Record 1
ORCA calculation (wB97M-V/def2-TZVPD) on a cluster of 2 separate species, C8H8N4O4 in total at a distorted geometry.

The geometry in XYZ format:
```
24
Properties=species:S:1:pos:R:3:forces:R:3
O -0.43553 -1.98152 -1.07171 -1.753 1.896 1.277
C -1.27158 -1.19366 -0.58895 0.759 0.582 -0.928
C -2.67847 -1.48477 -0.24538 0.503 0.684 0.647
C -3.45225 -0.50795 0.30339 0.113 0.374 -0.503
N -3.03346 0.81384 0.43915 1.385 -2.416 -1.177
C -1.72574 1.19863 0.16251 0.188 -0.049 0.793
O -1.29424 2.28876 0.50410 -0.512 -0.459 -0.177
N -0.93869 0.20725 -0.38048 -3.248 -2.453 -0.912
H -2.98353 -2.51066 -0.36230 -0.290 0.032 0.070
H -4.48897 -0.62654 0.63383 0.451 -0.363 -0.230
H -3.59987 1.47166 0.87574 -0.955 1.207 0.815
H -0.01399 0.46905 -0.59976 -0.833 -0.285 -0.707
O 1.72345 -0.43685 2.49647 0.104 0.091 2.016
C 2.03702 -0.13204 1.39833 -1.859 -0.063 -3.178
C 2.97999 -0.90998 0.54629 -0.664 0.327 2.569
C 3.13928 -0.57715 -0.71082 0.581 -1.069 -1.764
N 2.53204 0.58914 -1.14312 1.355 -1.467 0.031
C 1.52708 1.22295 -0.57497 -1.498 2.439 1.127
O 0.88731 2.12179 -1.11799 1.136 -0.337 -0.446
N 1.12301 0.72221 0.60993 3.422 0.194 4.139
H 3.28669 -1.75520 1.14694 0.518 -0.297 -0.816
H 3.62568 -1.28105 -1.46680 -0.531 1.547 1.036
H 2.58297 0.97380 -2.01731 1.043 0.391 -3.005
H 0.47179 1.31832 1.16290 0.585 -0.506 -0.676
```
Positions in Å, forces in eV/Å.

The highest occupied orbital energy is -9.5 eV. The spin multiplicity is 1. The calculation puts the relative energy (zero: lowest compared OMol25 entry of this formula, charge and spin) at 282.4 kJ/mol. The total energy is -22576.003 eV.

Atom charges from the natural (NBO) analysis, given in e for atoms 1 to 2: number 1, O, carries -0.60; number 2, C, carries 0.66


Record 2
ORCA calculation (wB97M-V/def2-TZVPD) on a cluster of 2 separate species, C4H8O2P in total at a distorted geometry.

The geometry in XYZ format:
```
15
Properties=species:S:1:pos:R:3:forces:R:3
C 0.21321 0.44886 -2.53447 0.253 0.211 -0.383
C 0.85907 -0.22785 1.57200 -0.028 0.137 -0.504
C -1.03760 1.08316 0.50202 0.384 -0.344 -0.067
C -0.03745 -0.04087 0.37738 -0.239 0.367 -0.054
O 1.29281 0.07235 -2.75109 0.878 -0.260 -0.099
O -0.79283 1.01631 -2.66034 -0.922 0.632 -0.005
P -0.31601 -1.30029 -0.75634 0.158 -1.117 0.742
H 0.32328 -0.54471 2.48434 -0.010 -0.031 0.106
H 1.62276 -0.98113 1.35357 0.035 0.056 0.143
H 1.36728 0.72087 1.80220 0.055 -0.059 0.191
H -1.68925 0.99482 1.38328 -0.185 0.034 0.181
H -0.51388 2.04612 0.59073 -0.116 0.145 0.058
H -1.67231 1.11838 -0.38072 -0.135 0.145 -0.023
H -0.62961 -2.62260 -0.11276 -0.288 0.218 0.038
H 1.01053 -1.78343 -0.86979 0.161 -0.135 -0.324
```
Positions in Å, forces in eV/Å.

The highest occupied orbital energy is -1.7 eV. Its charge is -1. The spin multiplicity is 1. The calculation puts the relative energy (zero: lowest compared OMol25 entry of this formula, charge and spin) at 275.0 kJ/mol. The total energy is -17660.721 eV.

Atom charges from the natural (NBO) analysis, given in e for atoms 1 to 2: number 1, C, carries 1.01; number 2, C, carries -0.62


Record 3
ORCA calculation (wB97M-V/def2-TZVPD) on a structure of composition C7H2N2O7RuS3Sb.

The geometry in XYZ format:
```
23
Properties=species:S:1:pos:R:3:forces:R:3
Ru 1.61067 -2.52238 0.45003 -0.030 -0.310 -0.027
S 2.62645 -1.83419 2.71084 -0.043 0.021 0.015
Sb 4.02659 -3.60529 1.84141 0.068 -0.049 0.014
S 3.65126 -2.96043 -0.46679 0.061 0.059 -0.006
S 1.76710 -4.44665 1.85857 -0.020 0.088 -0.025
O -2.43651 -2.35724 -0.12877 0.015 -0.002 -0.040
C -1.30498 -1.96464 -0.01715 -0.076 -0.022 0.072
O -0.31796 -2.78138 0.32727 0.007 0.037 0.070
C -0.97431 -0.51101 -0.20652 0.021 0.083 -0.019
C -2.04438 0.37058 -0.27634 0.059 -0.020 -0.002
C -1.81213 1.71905 -0.44235 -0.071 0.029 -0.015
C -0.53579 2.23959 -0.54359 0.059 -0.028 0.006
C 0.52001 1.36336 -0.45916 -0.088 -0.059 0.008
C 0.33585 -0.02271 -0.31774 -0.071 0.027 -0.002
O 1.39879 -0.81233 -0.36617 0.073 0.131 -0.053
N 1.87748 1.92096 -0.50196 0.007 -0.006 0.001
O 2.68655 1.48030 0.28622 0.010 -0.001 0.006
O 2.08150 2.80906 -1.30287 0.008 0.019 -0.011
N -2.95693 2.64346 -0.50786 0.028 -0.019 0.057
O -2.71065 3.82491 -0.63782 0.000 0.019 -0.024
O -4.06673 2.16481 -0.41968 -0.016 0.000 -0.020
H -3.05027 -0.01648 -0.20344 -0.004 0.003 -0.001
H -0.37162 3.29865 -0.67610 0.002 -0.001 -0.003
```
Positions in Å, forces in eV/Å.

The highest occupied orbital energy (spin up / spin down) is -9.5 / -10.0 eV. The spin multiplicity is 6. The calculation puts the relative energy (zero: lowest compared OMol25 entry of this formula, charge and spin) at 0.0 kJ/mol. The total energy is -66223.204 eV.

Atom charges from the natural (NBO) analysis, given in e for atoms 1 to 2: number 1, Ru, carries 1.06; number 2, S, carries -0.31


Record 4
ORCA calculation (wB97M-V/def2-TZVPD) on a cluster of 2 separate species, C9H9N3O2 in total at a distorted geometry.

The geometry in XYZ format:
```
23
Properties=species:S:1:pos:R:3:forces:R:3
O -0.49168 -0.93924 -0.87427 -2.057 1.952 0.728
C -1.51381 -0.29796 -0.58821 0.229 -2.127 -2.112
C -1.79506 1.14742 -0.79116 0.002 1.158 1.246
C -2.98761 1.55995 -0.31353 -3.297 1.538 0.827
N -4.03177 0.64067 -0.01002 -3.214 2.425 3.494
C -3.89162 -0.66690 0.33869 1.996 -2.486 -1.153
O -4.65505 -1.41320 0.93514 0.705 1.631 -0.644
N -2.68162 -1.11714 -0.26500 1.441 -0.215 1.529
H -1.05778 1.94428 -1.05162 -0.399 -1.343 0.212
H -3.57199 2.66130 -0.05606 2.800 -2.882 -1.405
H -4.84049 1.01766 0.66800 2.312 -0.658 -2.387
H -2.31183 -2.03737 0.07084 -0.879 0.984 -0.584
C 4.14658 -0.36683 -0.34973 -0.411 -0.882 0.230
C 3.21255 -1.42482 -0.29333 0.795 0.479 -0.503
C 1.98140 -1.18395 0.27710 -1.042 -0.177 0.227
N 1.64645 -0.03005 0.86138 0.594 0.363 -0.017
C 2.56766 0.93779 0.86830 -0.421 -0.463 0.030
C 3.81510 0.82333 0.26972 0.769 0.918 -0.029
H 5.10906 -0.50362 -0.84356 -0.249 0.044 0.157
H 3.43525 -2.38950 -0.74619 -0.072 0.234 0.087
H 1.12946 -1.88573 0.22782 1.006 0.095 0.072
H 2.25701 1.84211 1.36809 0.133 0.257 0.073
H 4.52979 1.68179 0.29757 -0.741 -0.845 -0.078
```
Positions in Å, forces in eV/Å.

The highest occupied orbital energy is -9.4 eV. The spin multiplicity is 1. The calculation puts the relative energy (zero: lowest compared OMol25 entry of this formula, charge and spin) at 240.2 kJ/mol. The total energy is -18043.265 eV.

Atom charges from the natural (NBO) analysis, given in e for atoms 1 to 2: number 1, O, carries -0.58; number 2, C, carries 0.66


Record 5
ORCA calculation (wB97M-V/def2-TZVPD) on a structure of composition C4H5AgO at a distorted geometry.

The geometry in XYZ format:
```
11
Properties=species:S:1:pos:R:3:forces:R:3
H 3.01540 -1.94074 -0.65581 -0.331 0.232 0.134
C 2.04566 -0.28930 0.62260 0.585 -0.387 -0.442
C 2.38283 -1.12827 -0.31227 -0.051 0.402 0.557
C 1.42086 -0.05259 -0.72693 -1.061 0.256 0.226
H 2.19330 0.10188 1.62403 -0.056 -0.194 -0.349
H 1.75297 0.79334 -1.34742 -0.146 -0.361 0.192
H 0.31678 -0.26619 -0.79227 1.022 0.059 -0.308
C -2.78745 0.12039 -0.21929 -0.246 0.327 0.273
O -3.29901 0.93644 0.47568 -0.023 -0.205 0.022
Ag -4.29430 1.56251 2.66632 0.250 -0.150 -0.435
H -2.74705 0.16253 -1.33463 0.057 0.022 0.130
```
Positions in Å, forces in eV/Å.

The highest occupied orbital energy (spin up / spin down) is -11.7 / -11.7 eV. Its charge is +1. The spin multiplicity is 2. The calculation puts the relative energy (zero: lowest compared OMol25 entry of this formula, charge and spin) at 347.3 kJ/mol. The total energy is -10262.236 eV.

Atom charges from the natural (NBO) analysis, given in e for atoms 1 to 2: number 1, H, carries 0.24; number 2, C, carries -0.19


Record 6
ORCA calculation (wB97M-V/def2-TZVPD) on a structure of composition C40H38AgO3P3S3.

The geometry in XYZ format:
```
88
Properties=species:S:1:pos:R:3:forces:R:3
Ag -0.93974 0.75621 -1.91423 -0.402 0.389 -0.535
O 0.42120 -0.41012 -0.26992 0.326 0.073 0.606
S -0.46918 -1.56454 -0.60130 0.237 -0.587 -0.420
C 0.00601 -2.20868 -2.22409 0.007 -0.057 0.074
C -0.55047 -3.45274 -2.52722 -0.055 -0.010 0.039
C -0.35221 -4.03978 -3.76509 -0.066 -0.008 0.082
C 0.42159 -3.37603 -4.70380 0.009 0.009 -0.091
C 0.95494 -2.13431 -4.40369 0.077 -0.048 0.241
C 0.75494 -1.49927 -3.16227 -0.047 -0.100 -0.220
P 1.13581 0.34085 -3.40810 0.190 0.030 -0.063
C 1.58460 1.57594 -2.12513 0.180 0.174 -0.161
C 2.56909 1.44383 -1.13205 -0.206 -0.056 -0.005
C 2.93437 2.53022 -0.35519 0.052 -0.016 0.096
C 2.38066 3.78438 -0.57494 -0.086 0.010 -0.038
C 1.42654 3.93883 -1.58134 0.023 0.106 0.124
C 1.01701 2.85156 -2.32629 0.221 -0.171 -0.080
C 2.95759 0.01633 -3.80893 0.189 -0.118 0.188
C 3.60104 0.94310 -4.62468 -0.114 -0.090 -0.027
C 4.97431 0.90161 -4.81387 0.052 0.007 -0.017
C 5.73121 -0.07116 -4.17590 0.051 0.007 -0.022
C 5.10457 -1.00254 -3.36002 0.031 -0.079 0.037
C 3.72954 -0.95982 -3.17886 0.009 0.093 -0.188
C 0.16831 -2.91460 0.42945 -0.198 -0.311 0.626
C 1.08633 -3.87488 0.01102 -0.091 0.275 -0.146
C 1.43896 -4.91335 0.85440 0.089 -0.113 0.115
C 0.88447 -5.00948 2.12219 0.032 -0.044 -0.024
C 0.00110 -4.03745 2.56730 0.091 0.042 0.030
C -0.35254 -2.97261 1.74745 0.171 0.186 -0.566
P -1.38832 -1.55727 2.30100 0.085 0.054 0.090
C -2.26728 -2.30308 3.72993 -0.065 0.029 -0.112
C -1.89478 -2.18930 5.06591 0.026 -0.038 -0.008
C -2.69052 -2.73625 6.06367 -0.021 -0.029 0.063
C -3.85985 -3.40764 5.73943 -0.009 0.008 0.008
C -4.23784 -3.52946 4.40889 -0.027 -0.052 0.019
C -3.45055 -2.97418 3.41422 0.038 0.040 0.026
C -0.12456 -0.51620 3.13262 -0.053 -0.014 -0.050
C 1.25126 -0.71617 3.05413 -0.115 -0.021 0.016
C 2.12569 0.19619 3.62709 0.053 0.025 0.005
C 1.63991 1.31565 4.28495 0.079 -0.010 -0.009
C 0.27044 1.52079 4.37161 -0.084 0.081 0.031
C -0.60490 0.61643 3.79352 -0.022 -0.071 -0.072
H -1.15485 -3.95481 -1.78039 0.027 -0.051 0.006
H -0.80163 -4.99888 -3.98995 0.009 0.005 0.003
H 0.59752 -3.81445 -5.67906 -0.039 0.016 -0.004
H 1.53186 -1.60821 -5.15486 0.011 -0.029 -0.028
H 3.03348 0.48215 -0.96396 0.008 -0.013 0.004
H 3.67566 2.39797 0.42571 -0.002 0.008 -0.012
H 2.68290 4.63261 0.02731 0.013 -0.005 -0.010
H 1.00620 4.91757 -1.78163 -0.034 -0.026 -0.002
H 0.28228 2.97291 -3.11533 -0.031 0.046 0.016
H 3.00141 1.70895 -5.10741 0.045 0.032 0.002
H 5.45836 1.63035 -5.45383 -0.012 0.002 0.001
H 6.80591 -0.10564 -4.31010 -0.010 0.014 -0.015
H 5.69677 -1.76062 -2.85886 -0.026 0.000 0.007
H 3.24212 -1.68894 -2.54124 0.035 -0.013 0.043
H 1.51655 -3.81507 -0.97945 -0.007 -0.008 -0.004
H 2.15042 -5.65708 0.51720 -0.001 0.003 -0.011
H 1.15903 -5.83302 2.76981 -0.027 0.002 0.013
H -0.40475 -4.09385 3.57049 0.005 0.004 -0.016
H -0.98320 -1.66869 5.33125 -0.002 0.025 -0.017
H -2.40022 -2.63381 7.10244 0.026 0.003 -0.013
H -4.48287 -3.82305 6.52188 0.007 -0.004 -0.003
H -5.15802 -4.03923 4.15126 0.013 -0.002 -0.014
H -3.75604 -3.03818 2.37549 -0.037 0.006 0.016
H 1.64942 -1.57801 2.53674 -0.003 -0.028 -0.058
H 3.19389 0.03375 3.54734 -0.010 0.007 -0.003
H 2.32724 2.03270 4.71720 -0.012 -0.007 0.006
H -0.11486 2.40176 4.87162 -0.015 -0.029 -0.007
H -1.67667 0.78197 3.83336 0.017 0.108 -0.010
C -4.46915 4.80694 -2.63465 0.068 -0.060 0.162
C -4.87923 4.05729 -1.37944 -0.040 0.000 0.023
O -3.74342 3.75785 -0.57133 0.175 -0.062 -0.137
P -3.09628 2.26099 -0.46749 -0.467 0.532 0.307
S -3.75924 1.38011 1.15436 0.046 -0.009 -0.230
S -3.29832 1.38636 -2.26304 -0.073 0.062 0.306
O -1.53024 2.68202 -0.33156 -0.382 0.024 0.020
C -0.98579 3.17908 0.90114 0.105 0.076 0.105
C -1.03500 4.69521 0.96094 -0.034 -0.128 -0.072
H -5.35458 5.09390 -3.20654 0.009 0.010 -0.005
H -3.83519 4.17143 -3.25028 0.007 -0.009 -0.038
H -3.90962 5.70547 -2.36829 -0.030 0.014 -0.019
H -5.41217 3.14062 -1.64210 0.007 -0.006 0.030
H -5.53839 4.67270 -0.76284 -0.025 -0.036 0.007
H 0.04266 2.81762 0.93635 -0.023 -0.028 -0.065
H -1.54463 2.74539 1.73067 0.048 -0.099 0.033
H -0.64212 5.12073 0.03810 0.033 0.019 0.006
H -0.41784 5.03916 1.79421 -0.035 0.031 0.018
H -2.05811 5.04496 1.09691 0.011 0.017 0.001
```
Positions in Å, forces in eV/Å.

The highest occupied orbital energy (spin up / spin down) is -1.5 / -5.0 eV. Its charge is -1. The spin multiplicity is 2. The calculation puts the relative energy (zero: lowest compared OMol25 entry of this formula, charge and spin) at 36.5 kJ/mol. The total energy is -112612.493 eV.

Atom charges from the Löwdin analysis, given in e for atoms 1 to 2: number 1, Ag, carries 0.50; number 2, O, carries -0.55


Question: Which formula does entry 6 have?
Answer: C40H38AgO3P3S3